Record 1
53
Properties=species:S:1:pos:R:3 method="wB97M-V/def2-TZVPD" multiplicity=4 e_tot_ev=-105003.296 homo_lumo_gap_ha="0.3027 / 0.3048" mol_weight_g_mol=669.46
C 1.96194 0.23342 0.96500
C 1.16073 1.38051 1.24526
C -0.01855 0.93038 1.94530
H 1.45438 2.41615 1.07462
C 0.07648 -0.49395 2.07579
C 1.29202 -0.90975 1.46735
H 1.72297 -1.89823 1.54056
H 2.99477 0.25240 0.60108
H -0.77005 1.56569 2.41153
H -0.58308 -1.12598 2.66768
Nd -0.46009 0.08107 -0.48644
Cl -2.71071 -1.02015 -0.03954
P -2.35593 2.59526 -0.45491
C -3.38374 3.13631 0.96701
C -3.58290 4.48713 1.30754
H -3.05430 5.27902 0.77632
C -4.48552 4.82728 2.31568
H -4.62501 5.88214 2.56873
C -5.20084 3.83956 2.99663
H -5.90650 4.11792 3.78640
C -5.00022 2.49463 2.66229
H -5.55846 1.71748 3.19148
C -4.09744 2.13465 1.66371
H -3.95636 1.08477 1.39948
C -1.51364 4.17592 -0.85363
C -0.39639 4.51592 -0.06028
H -0.06411 3.84510 0.73538
C 0.26063 5.72412 -0.26983
H 1.13975 5.97049 0.33210
C -0.19540 6.62268 -1.24443
H 0.32761 7.56928 -1.40982
C -1.32098 6.29897 -2.00652
H -1.69494 6.99427 -2.76165
C -1.98057 5.07983 -1.82239
H -2.86517 4.84993 -2.41407
C -3.62695 2.53497 -1.78032
C -4.91666 3.07257 -1.63810
H -5.23247 3.51153 -0.69096
C -5.79448 3.06567 -2.72299
H -6.79508 3.49121 -2.59627
C -5.40939 2.52119 -3.94937
H -6.10782 2.51575 -4.79170
C -4.12805 1.97791 -4.08856
H -3.81739 1.54940 -5.04505
C -3.23484 1.97517 -3.02045
H -2.23173 1.55893 -3.15024
Cl 3.09320 -4.61673 -2.31283
C 2.36598 -3.33748 -1.34781
Cl 1.67685 -4.09220 0.14387
Cl 3.62089 -2.12278 -0.95451
C 1.16476 -2.56688 -2.07983
O 0.89165 -2.97590 -3.18745
O 0.60057 -1.56594 -1.43141



Record 2
57
Properties=species:S:1:pos:R:3 method="wB97M-V/def2-TZVPD" multiplicity=4 e_tot_ev=-93709.741 de_lowest_kcal_mol=64.8 homo_lumo_gap_ha="0.2184 / 0.2699" mol_weight_g_mol=588.52
V -0.35611 -1.68316 -0.57822
S 3.60294 -2.39992 -1.54877
C 3.32842 -0.65192 -1.61597
C 4.20895 0.40736 -1.61068
C 3.72424 1.70317 -1.82275
C 2.38660 1.90775 -2.06518
C 1.47282 0.88790 -1.86560
C 1.98062 -0.41617 -1.71426
N 1.18219 -1.56519 -1.74540
C 1.93786 -2.67183 -1.45483
C 1.26101 -3.82636 -0.92873
C 1.93483 -4.99919 -0.51643
C 1.15736 -5.97378 0.16652
C -0.17916 -5.78485 0.40958
C -0.79615 -4.53999 0.10563
C -0.06259 -3.48508 -0.40372
H 5.27137 0.19705 -1.52348
H 4.43200 2.55857 -1.76913
H 2.07170 2.97645 -2.24550
H 0.37631 1.09987 -1.80129
H 3.01885 -5.20639 -0.76647
H 1.63932 -6.86393 0.54666
H -0.67117 -6.59211 0.93294
H -1.90827 -4.47497 0.28817
F -6.38329 1.51406 0.35943
C -5.41048 0.80800 -0.24538
C -4.41704 1.49617 -0.91878
F -4.50971 2.84437 -0.92660
C -3.38805 0.84407 -1.60029
F -2.54398 1.61913 -2.27439
C -3.24100 -0.56123 -1.58260
S -1.88048 -1.45459 -2.22532
C -4.20545 -1.20929 -0.80564
F -4.05531 -2.54465 -0.68920
C -5.32646 -0.58277 -0.23080
F -6.29943 -1.26611 0.45130
C 0.37856 -0.36636 1.83871
N 0.63806 1.01481 1.59944
C 1.99555 1.52867 1.79996
C 1.96686 2.95520 2.35349
C 1.06894 3.83685 1.51068
N -0.24302 3.20468 1.36244
C -1.28107 4.12576 0.96673
C -0.49903 1.81042 1.46242
O -1.65171 1.38103 1.49098
H -0.29457 -0.51266 2.67863
H 1.32990 -0.95093 1.93897
H -0.35417 -0.72558 0.99462
H 2.53817 1.55559 0.82621
H 2.57366 0.77838 2.35322
H 2.98386 3.37822 2.43695
H 1.58260 2.96781 3.37345
H 1.59112 4.00136 0.53212
H 0.94149 4.84819 1.99224
H -2.19305 3.56419 1.22383
H -1.19624 4.42514 -0.09215
H -1.22913 5.06875 1.57223



Record 3
62
Properties=species:S:1:pos:R:3 method="wB97M-V/def2-TZVPD" multiplicity=2 e_tot_ev=-73025.049 de_lowest_kcal_mol=18.7 homo_lumo_gap_ha="0.2690 / 0.2687" mol_weight_g_mol=626.40 total_charge=-2
Na -0.88514 -0.60500 1.09390
O -1.78839 -4.05142 -4.49887
C -1.42605 -3.22307 -3.45260
C -0.10716 -2.90347 -3.21215
C 0.19111 -2.06348 -2.14692
N -0.74632 -1.56380 -1.34407
C -2.02297 -1.86641 -1.60177
C -2.41376 -2.69382 -2.64672
C -3.12048 -1.19305 -0.74971
O -4.28490 -1.44156 -1.06334
O -2.69935 -0.42012 0.13496
C 1.65174 -1.65029 -1.93549
O 2.47821 -2.26072 -2.63748
O 1.84183 -0.66460 -1.21065
H -0.97459 -4.32228 -4.93871
H 0.71639 -3.27876 -3.80757
H -3.46506 -2.88430 -2.79614
C 0.77982 3.19613 3.99651
C 0.60455 4.48917 3.51616
C 0.22095 4.71754 2.19980
C -0.00047 3.63674 1.34141
C 0.17817 2.40282 1.90186
C 0.56620 2.08605 3.16646
C -0.40426 3.69220 -0.08105
C -0.39744 4.88959 -0.85005
C -0.77148 4.81972 -2.15725
C -1.15139 3.57164 -2.71480
C -1.54663 3.39741 -4.06474
C -1.88603 2.15834 -4.52300
C -1.84773 1.03284 -3.66314
C -1.47119 1.16964 -2.36031
C -1.11624 2.44923 -1.86906
N -0.74608 2.53235 -0.56877
H 1.09068 3.03451 5.02219
H 0.76890 5.33564 4.17303
H 0.08158 5.73408 1.84632
H 0.72587 1.07448 3.49962
H -0.08659 5.82583 -0.40893
H -0.77638 5.70541 -2.78516
H -1.57221 4.26216 -4.71700
H -2.18708 2.02959 -5.55385
H -2.11717 0.05559 -4.03571
H -1.42210 0.33623 -1.66908
F -0.67651 -1.13315 3.09203
P -1.29734 -2.54214 3.75686
F -1.88612 -3.90194 4.37346
F -2.70229 -1.78486 3.99030
F -0.78521 -2.05449 5.20902
F 0.13514 -3.25163 3.49155
F -1.76544 -2.95294 2.25676
C 3.69747 -2.90778 0.59297
N 3.45838 -2.22195 1.84067
C 3.46980 -2.98334 3.06567
C 2.88180 -1.00018 1.84055
O 2.46450 -0.46749 2.85326
H 4.40260 -3.72003 0.78591
H 4.10638 -2.23285 -0.15258
H 2.78502 -3.32955 0.16828
H 4.30016 -3.69302 3.02967
H 2.53274 -3.52357 3.22028
H 3.59907 -2.30466 3.90430
H 2.81847 -0.54325 0.85290



Record 4
46
Properties=species:S:1:pos:R:3 method="wB97M-V/def2-TZVPD" multiplicity=1 e_tot_ev=-27732.520 smiles=Cc1ccc[n+](C2(c3ccccc3)c3ccccc3-c3ccccc32)c1 homo_lumo_gap_ha=0.2746 mol_weight_g_mol=334.44 total_charge=+1
C -0.35466 0.00286 1.67560
C -1.73747 0.01366 2.33885
C -2.59105 1.09613 2.02768
C -3.97887 1.04663 2.26346
C -4.53985 -0.05743 2.91561
C -3.68886 -1.06277 3.38457
C -2.29202 -1.00190 3.16616
C 0.56325 -1.13972 2.17224
C 1.86846 -0.63527 2.53467
C 2.94956 -1.50066 2.70292
C 2.72697 -2.87962 2.69728
C 1.42205 -3.35884 2.49972
C 0.33691 -2.49854 2.25264
C 1.80555 0.82056 2.47206
C 0.46973 1.23367 2.07200
C 0.13409 2.49669 2.57139
C 1.13584 3.41718 2.95464
C 2.48678 3.04398 3.05613
C 2.81908 1.71260 2.82815
H -2.20254 1.89572 1.40140
H -4.61348 1.82970 1.83266
H -5.64303 -0.13901 2.98834
H -4.14195 -1.95047 3.83923
H -1.71150 -1.86063 3.50529
H 3.96137 -1.06420 2.77139
H 3.56384 -3.56510 2.81356
H 1.25821 -4.42846 2.45305
H -0.66154 -2.87821 1.98925
H -0.92272 2.79010 2.65958
H 0.84878 4.45468 3.14672
H 3.23619 3.78426 3.33272
H 3.85715 1.38303 2.91387
C -2.97074 0.58315 -2.90698
C -1.79522 0.11991 -2.10498
C -0.71560 -0.50542 -2.74364
C 0.32324 -0.89682 -1.93908
C 0.35469 -0.67068 -0.55300
N -0.66799 -0.09656 0.06446
C -1.70541 0.25709 -0.71150
H -3.71293 1.04949 -2.25506
H -2.74865 1.32861 -3.70512
H -3.50538 -0.21582 -3.46569
H -0.70736 -0.66452 -3.82072
H 1.18331 -1.38720 -2.36295
H 1.27746 -0.99989 -0.01141
H -2.56297 0.71180 -0.25248



Record 5
67
Properties=species:S:1:pos:R:3 method="wB97M-V/def2-TZVPD" multiplicity=1 e_tot_ev=-88654.985 homo_lumo_gap_ha=0.1904 mol_weight_g_mol=795.38 total_charge=-1
C 0.43183 -3.13272 -5.12892
S -1.02242 -2.91153 -6.16138
O -0.93418 -1.53985 -6.67312
O -0.94764 -3.95941 -7.18537
Al -3.04289 -3.16974 -5.00903
I -3.43440 -1.01312 -3.61302
H 1.18547 -2.45811 -5.53629
H 0.23383 -2.90918 -4.08317
H 0.79515 -4.15038 -5.25854
H -2.98222 -4.49723 -4.12300
H -4.22566 -3.30437 -6.06322
C 0.53819 -3.94094 -0.24819
C 0.71256 -4.11719 1.06469
C -0.32437 -3.69985 2.07145
O -0.06997 -3.91852 3.24884
C -1.52990 -3.07223 1.60002
C -1.72342 -2.88208 0.27906
C -0.69059 -3.32370 -0.73833
O -0.92297 -3.14540 -1.91168
O -2.80909 -2.30839 -0.18687
O 1.81145 -4.66693 1.58572
H 1.27768 -4.23719 -0.97910
H -2.25749 -2.76310 2.33691
H -2.77581 -2.24919 -1.16716
H 1.66788 -4.66952 2.55299
C -7.30119 1.46336 -5.58239
C -6.96888 1.18011 -4.30889
C -7.89619 1.49280 -3.15479
O -7.53129 1.19094 -2.03514
C -9.16485 2.13860 -3.44220
C -9.48471 2.41888 -4.71117
C -8.57005 2.08397 -5.86524
O -8.97223 2.37046 -6.98259
O -10.61960 3.00820 -5.07029
O -5.82625 0.61349 -3.97708
H -6.64606 1.24064 -6.41267
H -9.81482 2.37327 -2.61115
H -10.57541 3.07836 -6.04576
H -5.82902 0.50921 -3.00527
C 2.80570 -1.12214 1.74132
C 4.00772 -1.02512 2.32229
C 4.70751 0.30108 2.47743
O 5.80046 0.29780 3.03239
C 4.07101 1.49170 1.96772
C 2.86713 1.39475 1.37977
C 2.15119 0.07206 1.24153
O 1.05630 0.07819 0.71440
O 2.21275 2.43058 0.88399
O 4.67569 -2.06761 2.80262
H 2.29522 -2.06682 1.62415
H 4.58772 2.42923 2.06995
H 1.37508 2.07588 0.52275
H 5.50931 -1.71093 3.16447
C 5.70055 4.83851 5.24277
C 6.04313 5.25180 6.46974
C 6.67021 4.32413 7.48130
O 6.96249 4.80305 8.56459
C 6.87915 2.94312 7.11663
C 6.53555 2.51391 5.88884
C 5.93324 3.45764 4.86530
O 5.67339 2.99454 3.77336
O 6.69703 1.25841 5.51219
O 5.86790 6.49379 6.90015
H 5.25433 5.49587 4.50998
H 7.31102 2.28565 7.85773
H 6.38166 1.13212 4.58645
H 6.20708 6.50632 7.81753



Record 6
64
Properties=species:S:1:pos:R:3 method="wB97M-V/def2-TZVPD" multiplicity=5 e_tot_ev=-136636.550 homo_lumo_gap_ha="0.2247 / 0.1549" mol_weight_g_mol=852.54
Pt -1.38075 -1.07401 0.52137
O -0.00061 1.51004 3.78487
C 1.14986 0.93992 4.16064
C 1.97216 1.65891 5.03466
C 3.14483 1.11715 5.51840
C 3.53918 -0.15780 5.13264
C 2.74017 -0.87523 4.26168
C 1.55998 -0.34119 3.75519
C 0.70726 -1.19459 2.79464
O -0.51420 -0.71786 2.54715
N 1.49837 -1.40783 1.56004
N 1.02687 -1.16110 0.39655
C 1.78254 -1.37510 -0.65321
C 1.46221 -1.08774 -2.00501
Br -0.21864 -0.31885 -2.39347
C 2.39573 -1.38791 -2.95684
C 2.45865 -1.18543 -4.38309
C 1.69779 -0.25593 -5.10950
C 1.84122 -0.14891 -6.47927
C 2.74748 -0.95166 -7.15988
C 3.53914 -1.84819 -6.45261
C 3.40400 -1.95490 -5.08448
H -0.48310 0.82711 3.25149
H 1.63803 2.64204 5.34112
H 3.74972 1.68723 6.21136
H 4.45285 -0.59142 5.51621
H 3.03425 -1.88266 3.97974
H 0.66956 -2.21015 3.25096
H 2.44562 -1.77378 1.65743
H 2.78734 -1.77623 -0.49720
H 3.26135 -1.91952 -2.56745
H 1.02056 0.40775 -4.59893
H 1.24892 0.57655 -7.02043
H 2.84992 -0.86581 -8.23330
H 4.26984 -2.45635 -6.96837
H 4.02860 -2.64933 -4.53522
C 0.54248 4.09360 1.38331
N -0.51828 3.36068 0.70613
C -1.62371 3.96474 0.22358
C -2.61061 3.26830 -0.37850
C -2.48395 1.84552 -0.43206
N -1.40937 1.25693 0.10093
C -0.35059 1.97406 0.58492
O 0.72009 1.47786 0.88724
N -3.42142 1.10656 -1.01033
H 0.27869 5.14688 1.43044
H 1.48392 3.96726 0.85120
H 0.66505 3.68988 2.38733
H -1.66821 5.04000 0.32945
H -3.47559 3.75895 -0.79658
H -4.24302 1.53358 -1.40145
H -3.33479 0.09562 -1.06505
O -2.96648 -1.66132 -1.07173
S -2.37778 -3.00357 -0.69639
O -2.89274 -4.09281 -1.45306
O -0.88678 -2.79391 -0.87179
O -2.53296 -3.10495 0.78434
N -3.15570 -0.41306 1.64632
C -4.19945 -0.91067 1.43441
C -5.47469 -1.30788 1.15613
C -6.12928 -2.34852 1.85340
N -6.69853 -3.16780 2.42873
C -6.12756 -0.59939 0.11831
N -6.63543 0.02623 -0.70713



Record 7
51
Properties=species:S:1:pos:R:3 method="wB97M-V/def2-TZVPD" multiplicity=1 e_tot_ev=-55761.892 de_lowest_kcal_mol=0.0 homo_lumo_gap_ha=0.1311 mol_weight_g_mol=436.96
Cl 5.28955 0.24778 -4.13846
C 3.64544 0.18148 -3.65649
C 3.00533 -1.05876 -3.50493
C 1.63709 -1.10578 -3.25988
C 0.86199 0.08133 -3.21398
C -0.56440 0.04790 -3.26263
C -1.39741 1.29492 -3.32424
C -2.83020 0.81676 -3.73920
C -2.68129 -0.68021 -3.82882
C -1.37992 -1.07832 -3.54791
C 1.55793 1.32635 -3.27503
C 2.92706 1.37883 -3.49166
H 3.58959 -1.97116 -3.58760
H 1.13381 -2.06564 -3.13976
H -1.42139 1.77236 -2.33966
H -1.01522 2.03089 -4.03966
H -3.57137 1.13183 -2.99485
H -3.11922 1.28444 -4.69148
H -3.52401 -1.32820 -4.07039
H -1.01299 -2.10876 -3.53368
H 0.99711 2.25832 -3.19200
H 3.44273 2.33567 -3.54508
C -2.84697 -3.04545 5.54113
C -2.93515 -1.65716 5.38984
C -2.12815 -1.00056 4.45387
C -1.20926 -1.74890 3.70194
S 0.11347 -0.96402 2.77050
C -0.46300 -0.82362 1.15122
C -0.43772 0.42885 0.46718
O -1.35657 0.76326 -0.31693
C 0.71999 1.34701 0.81341
C 1.99745 0.89404 1.18575
C 2.96859 1.81066 1.59712
C 2.65687 3.17413 1.67361
C 1.42026 3.62958 1.19850
C 0.45629 2.71381 0.78837
O 0.21877 0.31961 3.42633
O 1.21397 -1.90245 2.82509
C -1.20335 -3.14075 3.77052
C -2.01933 -3.79081 4.69806
H -3.42503 -3.55231 6.31735
H -3.61511 -1.08009 6.01699
H -2.18302 0.08165 4.31837
H -1.22496 -1.55007 0.90626
H 2.25569 -0.16698 1.14552
H 3.96167 1.45578 1.89222
H 3.36771 3.88429 2.10073
H 1.17691 4.68711 1.16308
H -0.55036 3.02005 0.49416
H -0.52916 -3.70121 3.12387
H -1.97070 -4.87744 4.76328



Record 8
51
Properties=species:S:1:pos:R:3 method="wB97M-V/def2-TZVPD" multiplicity=1 e_tot_ev=-45508.880 homo_lumo_gap_ha=0.1749 mol_weight_g_mol=419.52 total_charge=+1
F -3.84945 -5.16646 0.56135
C -2.68992 -4.58967 0.09782
C -1.69358 -5.42123 -0.40836
C -0.50288 -4.82374 -0.85809
C -0.34546 -3.44048 -0.82012
C -1.39445 -2.58920 -0.37933
C -1.31960 -1.15784 -0.53677
C -2.45281 -0.34920 -0.44337
C -2.50735 1.04160 -0.54269
C -3.68770 1.84266 -0.32161
C -4.87702 1.30225 0.24710
C -5.95663 2.14707 0.49244
F -7.08431 1.63078 1.09246
C -5.95623 3.50754 0.18339
C -4.80359 4.03033 -0.42766
C -3.70340 3.22138 -0.68045
C -2.56860 -3.20735 0.15323
H -1.83484 -6.50329 -0.42961
H 0.28627 -5.44876 -1.27177
H 0.56869 -2.98032 -1.19700
H -0.36530 -0.74563 -0.87409
H -3.39811 -0.87947 -0.33135
H -1.61338 1.58389 -0.85582
H -4.93257 0.25081 0.52177
H -6.81598 4.13449 0.40888
H -4.77913 5.08936 -0.69210
H -2.81598 3.64358 -1.15386
H -3.38837 -2.61362 0.55620
C 6.38265 2.22071 -0.57547
C 5.55114 1.41976 0.22095
C 4.24386 1.18832 -0.20640
C 3.75187 1.71547 -1.40654
C 4.58339 2.49828 -2.22129
C 5.89860 2.74835 -1.78738
S 2.08844 1.22926 -1.65565
C 2.06230 0.30166 -0.12831
N 1.08304 -0.39602 0.32620
C 1.24038 -1.11655 1.59936
C 2.27700 -0.49842 2.50285
C 3.55955 -0.20684 1.77076
N 3.27408 0.45866 0.49836
H 7.40696 2.42944 -0.25423
H 5.90960 0.98430 1.15774
H 4.19882 2.89171 -3.17046
H 6.56076 3.35942 -2.40251
H 0.25378 -1.13665 2.07930
H 1.49851 -2.17213 1.40699
H 1.87228 0.41953 2.92677
H 2.49392 -1.17308 3.32781
H 4.19705 0.47051 2.34227
H 4.09368 -1.14519 1.55828